Version 1
A cluster of 2 separate species, C6H6IN3 in total, computed with ωB97M-V with the def2-TZVPD basis set.

```
! RIJCOSX wB97M-V def2-TZVPD def2/J DEFGRID3
* xyz 0 1
C -1.165 -0.815 -1.495
C 0.103 -0.489 -1.078
C -2.258 -0.227 -0.862
C -0.922 0.967 0.528
C 0.271 0.413 0.002
C 1.551 0.676 0.481
N -2.126 0.663 0.113
N 2.101 -0.849 3.977
N 2.213 -1.713 3.229
I 1.961 1.914 2.086
H -1.313 -1.525 -2.292
H 0.976 -0.921 -1.550
H -3.273 -0.465 -1.146
H -0.878 1.704 1.321
H 2.425 0.300 -0.018
H 2.038 0.189 3.717
*
```

Results of the natural (NBO) charge analysis, in e, for atoms 1 through 2:
1. C -0.253
2. C -0.138


Version 2
An isolated molecule of C6H6IN3, computed with ωB97M-V with the def2-TZVPD basis set.

```
! RIJCOSX wB97M-V def2-TZVPD def2/J DEFGRID3
* xyz 0 1
C -0.059 2.356 -0.506
C -0.797 1.507 0.231
C 1.334 0.834 -0.117
C -0.970 -1.597 0.389
C -0.041 -0.747 1.302
C -0.153 -1.876 -1.908
N 1.272 2.004 -0.707
N -0.682 -1.709 -0.858
N 0.175 0.532 0.567
I 3.147 -0.188 0.315
H -0.407 3.296 -1.015
H -1.604 1.576 0.881
H -1.581 -2.393 0.744
H -0.420 -0.710 2.346
H 0.975 -1.181 1.323
H -0.188 -1.704 -2.985
*
```

Results of the natural (NBO) charge analysis, in e, for atoms 1 through 2:
1. C -0.074
2. C -0.118


What should be chosen as the most stable of them? Choose version 1.


Version 1
A cluster of 2 separate species, C2H2N2O2S in total, computed with ωB97M-V with the def2-TZVPD basis set.

Properties
Expectation value of S²   2.0220

```
! RIJCOSX wB97M-V def2-TZVPD def2/J DEFGRID3
* xyz 0 3
C 2.287 -0.309 0.017
C -0.648 -0.417 -0.110
N 2.630 -0.805 0.993
N -1.344 0.802 0.108
O -1.966 1.319 -0.796
O -1.215 1.193 1.234
S 1.412 0.136 -1.305
H -0.348 -0.843 0.819
H -0.807 -1.076 -0.961
*
```

Results of the natural (NBO) charge analysis, in e, for atoms 1 through 2:
1. C -0.045
2. C -0.240


Version 2
An isolated molecule of C2H2N2O2S, computed with ωB97M-V with the def2-TZVPD basis set.

Properties
Expectation value of S²   2.0079

```
! RIJCOSX wB97M-V def2-TZVPD def2/J DEFGRID3
* xyz 0 3
C -0.358 0.662 1.225
C 0.002 0.488 -0.151
N -0.741 0.730 2.298
N 1.082 -0.560 -0.287
O 2.151 -0.265 0.172
O 0.771 -1.594 -0.806
S -1.468 0.094 -1.171
H 0.362 1.490 -0.710
H -1.801 -1.046 -0.570
*
```

Results of the natural (NBO) charge analysis, in e, for atoms 1 through 2:
1. C 0.222
2. C -0.354


What should be chosen as the most stable of them? Choose version 1.